Version P
Density functional theory data (wB97M-V/def2-TZVPD) for H2NOS2 as an isolated structure.

ORCA input file:
```
! RIJCOSX wB97M-V def2-TZVPD def2/J DEFGRID3
* xyz -1 1
N -0.5707 -0.1103 -0.9234
O 0.1086 2.1699 1.0652
S -2.3019 -0.3844 1.3917
S -0.6342 0.1824 0.5893
H -0.0050 0.5790 -1.3972
H 0.2943 -0.7121 1.2219
*
```

As for the HOMO energy (spin up / spin down): -4.373 / -4.365 eV.

Version Q
Density functional theory data (wB97M-V/def2-TZVPD) for a 2-piece molecular cluster, H2NOS2 overall.

ORCA input file:
```
! RIJCOSX wB97M-V def2-TZVPD def2/J DEFGRID3
* xyz -1 1
N -2.5873 0.4711 0.0202
O -3.7234 0.8685 -0.0427
S 1.0482 -0.4514 -0.0914
S -2.1300 -1.1696 -0.0506
H -0.2661 -0.5886 -0.1044
H 0.8064 0.3653 -1.1084
*
```

As for the HOMO energy: -3.093 eV.

version Q has the most favorable energy; the next structure is 0.0963 hartree above.